Entry 1:
{"formula": "C15H34ClNO9P", "method": "wB97M-V/def2-TZVPD", "species": ["C", "C", "C", "C", "O", "N", "C", "O", "C", "C", "P", "O", "Cl", "H", "H", "H", "H", "H", "H", "H", "H", "H", "H", "H", "H", "H", "H", "H", "H", "H", "H", "C", "C", "O", "C", "O", "O", "C", "H", "H", "H", "H", "H", "H", "H", "H", "C", "C", "O", "C", "O", "O", "C", "H", "H", "H", "H", "H", "H", "H", "H"], "xyz": [[7.23222, -1.95320, 0.99984], [6.51562, -2.86610, -0.00886], [5.15677, -2.31719, -0.49375], [4.04231, -3.34829, -0.61899], [3.14879, -3.36770, 0.52625], [3.79860, -3.82752, 1.69130], [3.85124, -2.71180, 2.73527], [2.62890, -2.13322, 2.82050], [2.53644, -0.78199, 2.32898], [3.39027, 0.20066, 3.10955], [2.94221, -5.51590, 2.06245], [4.25258, -6.28535, 2.56444], [2.04184, -5.01579, 3.79608], [8.29816, -1.87963, 0.79128], [6.83330, -0.93742, 0.96720], [7.13907, -2.31489, 2.02670], [6.38229, -3.86638, 0.42339], [7.16040, -3.02585, -0.87263], [4.80648, -1.52956, 0.18048], [5.27416, -1.82850, -1.46187], [3.35831, -3.13836, -1.43839], [4.43342, -4.36209, -0.76436], [4.76676, -4.07145, 1.44947], [4.65425, -2.04407, 2.41539], [4.12761, -3.21131, 3.66827], [2.77520, -0.76550, 1.26135], [1.48294, -0.52818, 2.42108], [4.42678, 0.22999, 2.76576], [2.98658, 1.20534, 2.98982], [3.38849, -0.05030, 4.17086], [4.62349, -6.09526, 3.43781], [-0.34264, -1.33583, -0.25890], [-1.19756, -0.68112, 0.80348], [-1.18433, 0.74829, 0.69255], [-1.98194, 1.24824, -0.26322], [-2.69194, 0.59977, -0.98597], [-1.84820, 2.56645, -0.26450], [-2.65693, 3.24974, -1.23785], [0.66679, -0.91907, -0.24153], [-0.28110, -2.40964, -0.07284], [-0.76310, -1.18431, -1.25143], [-0.79967, -0.87736, 1.79882], [-2.22314, -1.04599, 0.76498], [-3.70229, 2.97024, -1.13276], [-2.31571, 3.00920, -2.24282], [-2.52487, 4.30668, -1.03376], [-8.43233, 2.34489, -2.21580], [-8.10140, 2.96562, -3.55403], [-8.34509, 4.38667, -3.55387], [-7.40131, 5.12904, -2.98412], [-6.36662, 4.72630, -2.51246], [-7.78716, 6.40206, -3.02779], [-6.86497, 7.32657, -2.44122], [-9.46017, 2.57286, -1.93336], [-8.32484, 1.26143, -2.27953], [-7.76122, 2.71288, -1.44139], [-8.75276, 2.58745, -4.33878], [-7.06448, 2.78494, -3.83471], [-5.87727, 7.21434, -2.88345], [-6.80014, 7.16515, -1.36634], [-7.26908, 8.31131, -2.65207]], "atomic_forces_ev_per_a": [[0.02, 0.02, -0.01], [-0.03, 0.11, 0.04], [-0.04, 0.01, 0.08], [-0.01, -0.11, -0.09], [0.06, 0.08, 0.03], [0.03, -0.09, -0.06], [0.03, -0.15, -0.15], [0.00, 0.07, 0.26], [-0.13, 0.32, -0.23], [0.12, -0.10, -0.01], [0.04, -0.02, 0.00], [0.07, 0.14, -0.11], [-0.05, 0.02, 0.03], [-0.01, -0.06, 0.03], [0.03, -0.01, -0.03], [-0.05, 0.04, -0.02], [0.10, -0.02, -0.03], [-0.05, -0.06, 0.00], [-0.04, 0.00, -0.06], [0.06, -0.03, 0.02], [-0.02, 0.06, 0.06], [0.00, 0.02, -0.06], [-0.02, -0.05, 0.03], [-0.05, 0.04, 0.01], [0.03, 0.01, -0.02], [0.02, -0.06, 0.04], [0.01, -0.11, 0.08], [-0.01, -0.05, 0.02], [0.01, -0.01, 0.01], [-0.10, 0.08, 0.01], [-0.06, -0.08, 0.10], [0.07, 0.00, -0.06], [0.00, -0.12, 0.07], [0.03, 0.01, -0.01], [0.00, -0.01, 0.02], [0.00, 0.00, -0.01], [0.00, 0.00, 0.01], [-0.05, 0.03, -0.02], [0.01, -0.03, 0.01], [0.01, 0.00, 0.01], [-0.04, 0.02, 0.02], [-0.03, 0.02, 0.01], [-0.01, 0.05, -0.04], [0.00, 0.01, 0.00], [-0.01, -0.01, 0.00], [0.01, 0.00, 0.00], [-0.02, 0.03, 0.01], [0.01, -0.04, -0.04], [0.00, 0.01, 0.02], [-0.01, -0.02, -0.01], [0.05, 0.00, 0.03], [0.00, 0.00, -0.01], [-0.01, 0.00, 0.00], [0.00, -0.01, 0.00], [0.00, 0.00, 0.01], [0.01, 0.00, 0.00], [0.00, 0.01, 0.00], [0.00, 0.01, 0.02], [0.00, 0.01, 0.00], [0.01, -0.01, 0.00], [0.00, 0.00, 0.01]], "orbital_gap_ev": 8.9, "e_lumo_ev": -3.0, "e_homo_ev": -11.931, "energy_ha": -2125.145987, "total_charge": 1}

Entry 2:
{"formula": "C14H25BrCaClF2ILiMgN3O12S2", "method": "wB97M-V/def2-TZVPD", "species": ["C", "C", "C", "C", "C", "S", "O", "O", "N", "S", "O", "O", "I", "H", "H", "H", "H", "H", "H", "H", "Ca", "C", "C", "O", "C", "O", "O", "F", "H", "H", "H", "C", "O", "N", "N", "H", "H", "H", "H", "C", "C", "O", "C", "O", "O", "C", "H", "H", "H", "H", "H", "H", "H", "H", "F", "Mg", "Br", "Cl", "Li", "C", "O", "H", "H", "H"], "xyz": [[-2.01463, 3.69563, -4.23127], [-2.12027, 2.47624, -4.29761], [-2.48342, 0.97529, -4.10287], [-1.65642, 0.25620, -2.92529], [-2.61417, -0.49475, -1.87258], [-3.25829, 0.69421, -0.60719], [-2.59798, 0.27229, 0.71479], [-2.77491, 2.09700, -0.83856], [-4.89911, 0.58502, -0.34616], [-5.79847, 0.96200, -1.72809], [-5.64991, -0.04962, -2.81182], [-7.22159, 0.91268, -1.31372], [-5.45492, 3.23120, -2.53107], [-1.65083, 4.73276, -4.44197], [-3.57939, 0.87835, -3.82429], [-2.23643, 0.43213, -5.05782], [-0.90984, -0.45319, -3.39784], [-1.03507, 1.02391, -2.36288], [-1.93412, -1.24690, -1.34774], [-3.41912, -1.10123, -2.37573], [-0.49648, 0.81025, 1.40401], [2.57474, 3.53521, 5.42179], [1.36993, 4.40761, 5.56242], [0.50501, 3.91845, 4.54790], [0.81936, 2.60725, 4.40400], [0.12060, 1.80968, 3.83464], [2.00114, 2.30258, 4.97826], [1.67013, 5.68853, 5.29568], [3.27474, 3.90286, 4.66851], [3.10838, 3.40615, 6.36226], [0.87252, 4.33742, 6.53427], [2.53608, 0.26153, -3.36431], [1.44998, 0.69881, -3.00513], [3.26938, 0.84776, -4.34449], [3.10170, -0.84626, -2.81387], [4.16067, 0.50763, -4.65467], [2.88345, 1.67071, -4.77597], [2.58969, -1.30977, -2.08248], [3.99014, -1.21783, -3.09546], [3.45462, -6.28413, 1.57765], [3.42382, -4.84926, 2.03523], [3.23429, -3.98016, 0.93746], [1.98170, -4.03399, 0.46182], [1.09897, -4.75698, 0.90311], [1.89160, -3.19599, -0.57461], [0.64216, -3.23482, -1.28062], [4.20913, -6.44329, 0.81922], [3.65709, -6.95331, 2.41923], [2.49351, -6.56050, 1.12768], [4.37803, -4.58494, 2.49525], [2.64922, -4.68345, 2.78987], [-0.19707, -3.06282, -0.60903], [0.53480, -4.19181, -1.79450], [0.65796, -2.43926, -2.02771], [3.37600, 6.54380, 5.00566], [5.28936, -6.23321, -0.24769], [-0.72225, -3.40984, 1.56994], [1.26747, -0.96328, 3.79105], [0.89783, -6.63399, 2.16077], [-4.17544, 4.57319, 0.64713], [-5.22703, 5.30439, 0.38285], [-3.18286, 5.05579, 0.53726], [-4.09792, 4.14708, 1.66818], [-4.02722, 3.65301, 0.02714]], "atomic_forces_ev_per_a": [[1.02, -0.64, -1.07], [-0.82, -0.22, 1.05], [0.63, 0.85, 0.38], [-0.17, 0.68, 0.10], [1.78, -0.64, -1.19], [-0.33, 1.26, 2.46], [-0.43, -0.01, -1.66], [-0.56, -2.10, -0.49], [2.18, 0.95, -2.21], [-4.18, -4.12, 0.28], [1.65, 2.22, 1.17], [2.73, 1.22, 0.15], [0.12, -0.25, -0.01], [-0.82, -1.58, 0.56], [1.17, 0.25, -0.81], [-0.64, 0.58, 0.92], [-1.02, 0.60, 0.83], [-0.76, -0.96, -0.80], [-1.17, 1.11, -0.06], [0.43, 1.09, 0.72], [-0.04, -1.13, 1.89], [0.94, -0.06, 0.32], [0.40, 1.32, 0.07], [-0.16, -1.17, 0.05], [0.53, -0.09, 0.15], [-0.38, 0.47, -1.11], [-1.16, 0.00, -0.47], [-2.57, -1.12, 0.48], [-0.20, 0.24, 0.06], [-0.12, -0.23, -0.10], [-0.08, 0.04, -0.08], [0.06, 0.04, -0.02], [0.04, -0.13, 0.18], [-0.03, 0.37, -0.33], [-0.15, -0.31, 0.29], [-0.06, 0.00, 0.04], [0.06, -0.10, 0.05], [0.20, 0.01, -0.02], [-0.04, 0.04, 0.02], [-1.25, -0.36, 1.35], [0.41, -0.03, 0.83], [-0.58, 0.23, -0.11], [0.04, 0.06, -0.73], [2.61, -1.51, -1.31], [-0.08, -0.59, 0.93], [-0.49, 0.09, -0.84], [-2.47, -0.71, 2.40], [0.26, -0.04, -0.08], [0.43, -0.12, -0.46], [-0.08, 0.14, -0.17], [0.09, 0.15, -0.04], [0.17, -0.19, -0.02], [0.02, 0.01, 0.09], [0.34, -0.05, 0.05], [2.27, 0.89, -0.41], [3.42, 0.54, -3.35], [-2.65, 1.65, 1.50], [-0.26, 0.21, -1.11], [-0.39, 1.24, -0.35], [0.82, 1.23, 1.73], [0.54, -0.72, -0.14], [-0.08, 0.36, -0.99], [-0.94, -0.46, 0.07], [-0.20, -0.51, -0.67]], "orbital_gap_ev": 1.5, "e_lumo_ev": -5.9, "e_homo_ev": -7.341, "energy_ha": -6828.310864}

Entry 3:
{"formula": "C5H7N3O", "method": "wB97M-V/def2-TZVPD", "species": ["H", "N", "C", "O", "C", "C", "C", "N", "C", "N", "H", "H", "H", "H", "H", "H"], "xyz": [[-2.69972, 2.54307, -1.10054], [-2.17608, 2.08196, -0.29744], [-1.63555, 1.05205, -0.80354], [-1.88959, 0.88288, -2.18126], [-0.59638, 0.24505, -0.16959], [0.78219, 0.41372, -0.17652], [1.34122, -0.63783, 0.59592], [2.70643, -0.87553, 0.80089], [0.28361, -1.41376, 1.04967], [-0.87884, -0.86816, 0.57538], [-1.18308, 0.37884, -2.60146], [1.32121, 1.17322, -0.73775], [3.24991, -0.02580, 0.89846], [2.89850, -1.49253, 1.58163], [0.27492, -2.28665, 1.69573], [-1.79875, -1.17053, 0.87040]], "atomic_forces_ev_per_a": [[0.52, -0.57, 1.37], [-0.55, -0.19, -0.70], [-0.34, 2.14, -1.78], [0.45, -0.61, 0.77], [0.36, -0.72, 0.54], [-0.40, -0.05, -0.36], [-0.72, -0.34, 0.23], [0.33, 0.02, 0.09], [0.65, 0.11, 0.18], [-0.22, 0.11, -0.10], [0.00, -0.22, 0.15], [-0.16, -0.16, 0.26], [-0.14, -0.16, -0.02], [-0.08, 0.14, -0.16], [0.02, 0.26, -0.22], [0.28, 0.22, -0.26]], "e_above_lowest_kj_mol": 68.08, "orbital_gap_ev": 8.6, "e_lumo_ev": 0.8, "e_homo_ev": -7.838, "energy_ha": -434.218380}